(1)
Below is the molecule C2H4FNO2, with properties calculated with wB97M-V/def2-TZVPD.

Output
Structure (SMILES) ... C[C@@H](F)[N+](=O)[O-]
Kohn-Sham gap ... 11.5 eV
Max |F| ... 6.72 eV/Å
HOMO energy ... -11.2 eV

The geometry in ORCA input format:
```
! RIJCOSX wB97M-V def2-TZVPD def2/J DEFGRID3
* xyz 0 1
C -0.739 0.049 1.168
C 0.261 -0.602 -0.262
N 0.764 0.552 -1.126
O 1.669 1.188 -0.655
O 0.132 0.728 -2.098
F -0.522 -1.278 -1.096
H -1.260 0.899 0.740
H -0.051 0.532 1.703
H -1.303 -0.861 1.419
H 1.048 -1.207 0.206
*
```



(2)
Below is the ion C8H13BrN3O3 with charge +1, with properties calculated with wB97M-V/def2-TZVPD.

Output
Structure (SMILES) ... CC1=CC([N+](=O)[O-])=N[N@H+](CCBr)[C@H]1CO
Kohn-Sham gap ... 8.1 eV
Max |F| ... 10.31 eV/Å
HOMO energy ... -13.8 eV

The geometry in ORCA input format:
```
! RIJCOSX wB97M-V def2-TZVPD def2/J DEFGRID3
* xyz 1 1
C 0.799 -1.646 0.969
C 1.419 -0.514 0.804
C -0.496 -1.823 0.577
C 0.701 0.735 0.321
C 2.916 -0.315 1.088
C 0.068 1.469 1.520
C -0.466 0.494 -2.150
C -1.907 0.707 -2.697
N -1.203 -0.693 -0.084
N -1.258 -3.071 0.683
N -0.477 0.352 -0.592
O -2.455 -3.087 0.507
O -0.549 -4.003 0.985
O -0.590 2.604 1.040
Br -2.744 2.205 -1.807
H 1.211 -2.628 1.324
H 1.430 1.419 -0.062
H 3.257 -1.384 1.202
H 3.161 0.240 1.897
H 3.320 0.147 0.203
H 0.731 1.833 2.224
H -0.525 0.767 2.004
H 0.257 1.361 -2.280
H 0.054 -0.376 -2.634
H -2.633 -0.095 -2.552
H -1.770 0.937 -3.742
H -1.034 1.241 -0.417
H -1.218 3.124 1.666
*
```



(3)
Below is the molecule C5H8O2, with properties calculated with wB97M-V/def2-TZVPD.

Output
Kohn-Sham gap (alpha / beta) ... 7.6 / 8.5 eV
Max |F| ... 1.37 eV/Å
HOMO energy (alpha / beta) ... -7.2 / -7.6 eV

The geometry in ORCA input format:
```
! RIJCOSX wB97M-V def2-TZVPD def2/J DEFGRID3
* xyz 0 1
C 2.648 -0.042 -0.050
C 1.271 -0.146 0.492
O 0.355 0.653 0.054
C -0.928 0.526 0.368
C -2.003 0.976 -0.587
O -2.608 -0.335 -0.502
C -1.553 -0.836 0.330
H 3.403 -0.106 0.741
H 2.856 -0.858 -0.756
H 2.773 0.903 -0.584
H 0.990 -0.835 1.281
H -2.708 1.740 -0.236
H -1.673 1.231 -1.605
H -0.875 -1.561 -0.180
H -1.948 -1.310 1.237
*
```



(4)
Below is the molecule C5H9N, with properties calculated with wB97M-V/def2-TZVPD.

Output
Structure (SMILES) ... C1NC[C@H]2C[C@@H]12
Kohn-Sham gap ... 10.0 eV
Max |F| ... 2.49 eV/Å
HOMO energy ... -8.9 eV

The geometry in ORCA input format:
```
! RIJCOSX wB97M-V def2-TZVPD def2/J DEFGRID3
* xyz 0 1
C 1.099 -0.045 -0.813
C -1.001 -0.838 -0.503
C -0.955 0.423 0.362
C 0.064 0.563 1.450
C 0.391 1.040 0.035
H 1.158 0.219 -1.861
H 2.112 -0.279 -0.435
H 0.687 -1.909 0.091
H -1.497 -0.504 -1.454
H -1.612 -1.641 -0.068
H -1.811 1.072 0.268
H 0.766 -0.257 1.771
H -0.165 1.328 2.129
H 0.444 2.113 -0.307
N 0.321 -1.285 -0.667
*
```